1.
{
  "formula": "C5H10O2",
  "method": "ωB97M-V/def2-TZVPD",
  "species": ["C", "C", "C", "O", "C", "C", "H", "H", "H", "H", "H", "H", "H", "H", "H", "H", "O"],
  "xyz": [[-1.462928, -1.066301, 2.183029], [1.666780, 1.986360, 0.035282], [0.986182, 0.790655, -0.028400], [1.228260, -0.081590, -1.044672], [-0.123279, 0.537061, 0.801079], [-0.668819, -0.693520, 0.987876], [-2.195172, -0.278128, 2.326683], [-0.831251, -1.347505, 3.025932], [-1.969445, -2.012999, 1.983730], [2.714206, 1.961536, -0.244616], [1.224191, 2.837715, 0.530750], [1.923652, 0.361122, -1.558185], [-0.605663, 1.431101, 1.197410], [-0.564072, -1.398239, 0.158905], [-0.415373, -1.738417, -3.749438], [-0.086058, -0.349646, -3.207782], [-0.821208, -0.939209, -3.397577]],
  "forces_ev_per_angstrom": [[-0.40, -0.91, -1.39], [0.77, 0.10, 0.69], [-2.09, -1.15, -2.11], [0.83, 1.02, 1.38], [-0.10, 1.37, -0.21], [-0.20, -0.85, -0.17], [0.01, 0.12, 0.82], [0.15, 0.77, 0.25], [-0.28, 0.21, -0.13], [-0.06, 0.54, -0.32], [0.19, 0.03, 0.12], [0.13, -0.66, -0.32], [0.56, -0.27, 0.92], [0.54, -0.26, 0.47], [-0.05, 0.01, -0.07], [-0.04, -0.04, -0.12], [0.03, -0.01, 0.20]],
  "mulliken_charge": [-1.07, -0.95, 0.97, -0.38, -0.31, 0.00, 0.35, 0.33, 0.35, 0.37, 0.29, 0.33, 0.29, 0.42, 0.33, 0.29, -0.61],
  "total_charge": 1,
  "gap_ev": [9.259, 6.821],
  "spin_multiplicity": 2,
  "e_tot_ha": -346.62139,
  "homo_ev": [-14.5, -14.5]
}


2.
{
  "formula": "C5H10O3S",
  "method": "ωB97M-V/def2-TZVPD",
  "species": ["C", "C", "C", "C", "C", "O", "O", "O", "S", "H", "H", "H", "H", "H", "H", "H", "H", "H", "H"],
  "xyz": [[2.136552, 0.507213, 0.227117], [-2.379337, 0.195514, 0.695238], [-2.207088, -0.331699, -0.775705], [-1.038399, 0.918228, 0.902336], [2.948783, -0.789967, -0.037858], [-0.064065, -1.485263, 0.327654], [-1.061859, 0.043607, -1.389670], [2.336795, 1.499133, -0.636499], [0.101002, -0.151723, -0.247731], [-3.237108, 1.007292, 0.791651], [-2.536224, -0.562186, 1.340682], [-2.285249, -1.461651, -0.878392], [-3.023539, -0.007443, -1.331556], [-0.862834, 1.931138, 0.667022], [-0.748094, 0.897327, 1.963983], [3.715717, -0.682481, 0.628603], [2.131321, -1.488287, 0.255512], [3.214530, -1.018864, -1.123075], [2.859105, 0.980106, -1.379314]],
  "forces_ev_per_angstrom": [[0.38, 0.00, 0.04], [0.26, 4.83, -3.27], [-3.20, -3.04, 1.03], [1.17, -2.04, 1.20], [-4.29, 0.78, -2.39], [0.29, -0.36, -0.11], [2.11, 0.80, -0.62], [2.17, -2.37, -1.93], [-1.40, 0.99, 2.03], [1.56, -1.86, -0.38], [-0.34, -2.36, 2.23], [0.05, 1.13, 0.81], [-1.32, 0.93, -1.31], [-0.53, 1.19, -1.04], [0.41, -0.62, -0.43], [2.25, -0.43, 1.63], [1.35, -0.41, 0.13], [0.13, 0.51, 1.16], [-1.06, 2.31, 1.22]],
  "mulliken_charge": [-0.09, -0.44, -0.53, -0.77, -1.04, -0.68, -0.39, -0.35, 0.78, 0.27, 0.31, 0.28, 0.42, 0.45, 0.35, 0.38, 0.30, 0.41, 0.35],
  "gap_ev": 8.601,
  "e_tot_ha": -820.22150,
  "homo_ev": -8.3
}


3.
{
  "formula": "C6H12O",
  "method": "ωB97M-V/def2-TZVPD",
  "species": ["C", "C", "C", "C", "C", "C", "O", "H", "H", "H", "H", "H", "H", "H", "H", "H", "H", "H", "H"],
  "xyz": [[-1.973211, -0.981080, 0.162712], [-1.438385, 0.440194, 0.119190], [-0.830851, 0.947881, -1.157611], [0.039679, 0.785311, 0.051805], [1.065488, -0.313097, 0.212992], [2.496377, 0.091889, -0.108462], [1.037106, -0.733140, 1.571129], [-1.252531, -1.712310, -0.217695], [-2.869098, -1.052439, -0.464370], [-2.258456, -1.293366, 1.174711], [-2.048621, 1.151976, 0.673101], [-0.722062, 0.220658, -1.959928], [-1.078071, 1.952435, -1.488530], [0.326297, 1.702604, 0.567090], [0.799190, -1.156990, -0.445122], [2.612844, 0.318554, -1.173489], [3.171104, -0.732540, 0.146024], [2.799118, 0.967210, 0.476062], [0.124083, -0.603742, 1.860392]],
  "forces_ev_per_angstrom": [[0.01, -0.03, -0.02], [-0.13, 0.01, 0.06], [0.00, 0.04, -0.19], [0.10, 0.03, 0.13], [-0.03, 0.08, -0.33], [0.00, 0.03, -0.01], [-0.14, -0.09, 0.17], [-0.09, 0.15, 0.04], [0.10, -0.01, 0.11], [0.10, 0.10, -0.12], [0.10, -0.07, -0.15], [0.01, 0.10, 0.12], [0.10, -0.16, 0.03], [-0.07, -0.13, -0.08], [0.00, 0.10, 0.11], [-0.06, -0.02, 0.15], [-0.11, 0.13, -0.06], [-0.10, -0.10, -0.07], [0.21, -0.15, 0.11]],
  "mulliken_charge": [-1.38, 0.14, -0.78, -0.21, 0.51, -1.47, -0.56, 0.28, 0.39, 0.35, 0.36, 0.25, 0.28, 0.30, 0.11, 0.34, 0.36, 0.34, 0.38],
  "smiles": "C[C@@H]1C[C@@H]1[C@@H](C)O",
  "gap_ev": 11.129,
  "e_tot_ha": -311.02118,
  "homo_ev": -10.1
}


4.
{
  "formula": "C9H17N3O5PtS",
  "method": "ωB97M-V/def2-TZVPD",
  "species": ["Pt", "O", "C", "C", "N", "C", "C", "O", "O", "C", "C", "O", "O", "H", "H", "H", "H", "H", "H", "H", "H", "H", "C", "N", "C", "S", "N", "C", "H", "H", "H", "H", "H", "H", "H", "H"],
  "xyz": [[0.771350, -0.123762, -0.940996], [2.724521, -0.091425, -0.189227], [3.162598, 1.212392, -0.629807], [2.194579, 2.278984, -0.131146], [0.784680, 1.823806, -0.291796], [0.068348, 1.889397, 1.012692], [0.685882, 1.056813, 2.182059], [0.401128, 1.457962, 3.298453], [1.379394, 0.023047, 1.879658], [-0.024306, 2.493417, -1.338790], [-1.219096, 1.596092, -1.756970], [-2.195062, 2.097521, -2.257422], [-1.079765, 0.308478, -1.529526], [2.381524, -0.038232, 0.779610], [3.195772, 1.153702, -1.716718], [4.167327, 1.407189, -0.248546], [2.357084, 3.244548, -0.612175], [2.369394, 2.419795, 0.935963], [-0.945709, 1.528206, 0.836799], [0.007682, 2.931098, 1.337749], [0.595718, 2.671135, -2.217612], [-0.419768, 3.448195, -0.985096], [-1.461898, -1.924470, 2.173647], [-0.442482, -2.133850, 1.162656], [-0.701326, -2.494292, -0.088680], [0.578794, -2.437001, -1.282788], [-1.924257, -2.910267, -0.398413], [-2.431898, -3.155843, -1.742304], [-0.981153, -1.496876, 3.049273], [-1.932707, -2.866342, 2.463780], [-2.229709, -1.224899, 1.828038], [0.441988, -1.653242, 1.320626], [-2.617064, -2.860908, 0.332706], [-1.623367, -3.019363, -2.451362], [-3.220638, -2.439431, -1.967517], [-2.817557, -4.171568, -1.816816]],
  "forces_ev_per_angstrom": [[0.08, -0.13, 0.17], [0.09, 0.01, -0.41], [0.02, -0.19, 0.06], [0.04, 0.05, 0.18], [-0.02, -0.10, -0.13], [0.11, -0.05, 0.13], [-0.18, 0.25, -0.10], [-0.07, -0.12, -0.10], [0.16, -0.01, 0.29], [-0.17, 0.04, 0.04], [0.02, 0.03, 0.02], [0.03, 0.04, 0.03], [0.02, -0.02, -0.15], [-0.08, 0.04, 0.12], [0.03, 0.12, 0.00], [-0.01, -0.01, -0.01], [-0.01, -0.06, -0.13], [-0.02, 0.08, -0.02], [-0.02, 0.00, 0.09], [0.02, -0.01, -0.03], [0.02, -0.05, 0.00], [0.03, 0.01, -0.01], [-0.02, -0.01, 0.03], [-0.03, 0.07, -0.05], [0.08, -0.09, -0.06], [-0.09, 0.15, -0.04], [-0.01, 0.08, 0.01], [0.00, -0.01, 0.03], [0.01, 0.01, -0.01], [0.01, 0.00, 0.00], [0.00, -0.01, 0.00], [-0.04, -0.06, 0.06], [0.01, -0.05, 0.01], [0.01, -0.01, -0.01], [-0.01, -0.01, 0.00], [0.00, 0.01, 0.00]],
  "mulliken_charge": [1.27, -0.72, -0.40, -0.91, 0.00, -0.57, 0.38, -0.70, -0.92, -0.54, 0.43, -0.65, -0.60, 0.50, 0.35, 0.35, 0.50, 0.35, 0.43, 0.35, 0.40, 0.36, -1.25, -0.17, 0.66, -0.50, -0.22, -0.87, 0.37, 0.40, 0.37, 0.38, 0.22, 0.33, 0.30, 0.32],
  "gap_ev": 9.047,
  "e_tot_ha": -1411.15783,
  "homo_ev": -8.8
}